169
Properties=species:S:1:pos:R:3 method="wB97M-V/def2-TZVPD" e_homo_ev=-10.4 molar_mass_g_mol=1327.2 de_lowest_kcal_mol=63.6 e_tot_ev=-135044.4678 homo_lumo_gap_ha=0.406
C 5.32 -2.22 -4.03
C 4.26 -2.94 -3.13
C 4.61 -4.40 -2.55
O 4.72 -4.28 -1.17
C 4.52 -3.02 -0.79
O 4.59 -2.69 0.36
O 4.08 -2.27 -1.79
H 4.87 -1.26 -4.37
H 5.51 -2.82 -4.98
H 6.28 -2.06 -3.58
H 3.27 -2.94 -3.58
H 5.58 -4.78 -2.96
H 3.87 -5.15 -2.77
C -1.46 -6.48 -3.03
C -0.43 -6.26 -1.89
C 0.67 -5.22 -2.15
O 0.12 -4.07 -1.53
C -0.75 -4.41 -0.59
O -1.17 -3.66 0.19
O -1.16 -5.69 -0.74
H -2.18 -7.24 -2.67
H -1.05 -6.91 -3.91
H -1.88 -5.57 -3.33
H 0.04 -7.21 -1.61
H 0.74 -4.87 -3.17
H 1.59 -5.45 -1.65
C 1.54 6.12 -1.27
C 0.69 5.69 -0.15
C 0.04 6.73 0.72
O -1.16 6.02 1.07
C -1.40 5.10 0.20
O -2.49 4.58 0.07
O -0.41 4.95 -0.69
H 2.49 6.45 -1.00
H 1.08 6.93 -1.91
H 1.60 5.21 -1.89
H 1.33 5.00 0.46
H -0.24 7.62 0.19
H 0.62 6.97 1.60
C 0.47 -3.94 3.02
C 1.85 -4.16 2.37
C 2.74 -5.17 3.15
O 2.89 -6.23 2.19
C 2.31 -6.00 1.03
O 2.21 -6.78 0.08
O 1.73 -4.78 1.09
H -0.18 -4.82 2.94
H 0.08 -3.18 2.39
H 0.66 -3.45 3.98
H 2.47 -3.27 2.24
H 2.19 -5.64 4.01
H 3.67 -4.68 3.52
C -5.57 -2.85 -2.93
C -4.75 -2.55 -1.74
C -3.76 -3.71 -1.37
O -2.55 -3.36 -2.12
C -2.58 -2.05 -2.40
O -1.66 -1.41 -2.83
O -3.77 -1.48 -1.95
H -6.32 -3.57 -2.59
H -5.10 -3.17 -3.86
H -6.14 -1.95 -3.22
H -5.38 -2.35 -0.90
H -3.94 -4.67 -1.89
H -3.53 -3.84 -0.31
C -3.53 1.12 -4.47
C -2.51 2.12 -4.09
C -2.02 1.97 -2.69
O -0.61 1.71 -2.78
C -0.26 1.51 -4.05
O 0.87 1.22 -4.37
O -1.26 1.72 -4.86
H -4.47 1.45 -4.01
H -3.14 0.19 -4.02
H -3.62 0.90 -5.49
H -2.73 3.17 -4.44
H -2.50 1.10 -2.23
H -2.11 2.75 -1.99
C -3.74 5.37 4.02
C -2.51 5.20 4.90
C -1.64 3.95 4.52
O -0.34 4.49 4.73
C -0.28 5.86 4.66
O 0.73 6.47 4.65
O -1.54 6.34 4.61
H -4.44 6.11 4.42
H -4.23 4.40 3.90
H -3.38 5.75 3.10
H -2.72 5.26 5.96
H -1.73 3.74 3.42
H -1.86 3.05 5.10
C 6.96 1.40 2.67
C 6.31 0.12 2.18
C 6.57 -1.16 2.93
O 5.26 -1.72 3.19
C 4.32 -0.83 2.79
O 3.15 -1.04 2.89
O 4.88 0.27 2.27
H 8.00 1.14 2.91
H 6.41 1.67 3.60
H 6.92 2.26 1.93
H 6.48 0.01 1.07
H 7.07 -0.96 3.89
H 7.13 -1.87 2.36
C 2.54 2.50 3.77
C 2.52 3.86 3.00
C 3.48 4.85 3.55
O 4.76 4.44 2.99
C 4.43 3.87 1.82
O 5.17 3.72 0.93
O 3.07 3.66 1.72
H 3.57 2.15 3.65
H 1.96 1.73 3.25
H 2.31 2.43 4.85
H 1.52 4.30 2.84
H 3.52 4.95 4.58
H 3.19 5.87 3.20
C -5.51 3.87 0.39
C -4.55 2.61 0.26
C -3.85 2.03 1.50
O -3.87 0.62 1.28
C -4.89 0.38 0.42
O -5.30 -0.73 0.25
O -5.34 1.48 -0.18
H -5.61 4.40 -0.54
H -5.17 4.56 1.11
H -6.45 3.48 0.75
H -3.78 2.67 -0.52
H -4.38 2.31 2.43
H -2.81 2.39 1.46
C 1.55 -0.65 -1.08
C 0.48 -0.01 -0.19
C 0.26 -0.56 1.22
O -0.21 0.57 1.97
C 0.13 1.72 1.29
O -0.12 2.88 1.62
O 0.61 1.44 0.09
H 1.66 -0.14 -2.03
H 1.19 -1.69 -1.31
H 2.54 -0.81 -0.56
H -0.51 -0.09 -0.71
H 1.17 -0.91 1.75
H -0.54 -1.39 1.25
C -2.27 -1.30 4.88
C -3.15 -0.83 3.81
C -4.25 -1.78 3.27
O -5.48 -1.16 3.64
C -5.25 0.11 3.93
O -6.02 1.03 4.00
O -3.88 0.33 4.10
H -2.80 -1.44 5.81
H -1.48 -0.58 5.06
H -1.85 -2.33 4.59
H -2.59 -0.68 2.90
H -4.10 -2.70 3.81
H -4.26 -1.84 2.19
C -0.76 -0.47 -6.75
C 0.51 -1.09 -7.33
C 1.85 -0.75 -6.64
O 2.02 -1.91 -5.75
C 1.21 -2.95 -6.13
O 1.30 -4.06 -5.72
O 0.42 -2.59 -7.15
H -1.64 -1.05 -7.17
H -0.81 0.58 -7.00
H -0.73 -0.49 -5.69
H 0.72 -0.99 -8.41
H 1.69 0.16 -6.00
H 2.68 -0.69 -7.38